{
  "formula": "C22H11F4N6O8S2V",
  "method": "wB97M-V/def2-TZVPD",
  "symbols": ["V", "S", "S", "F", "F", "F", "F", "O", "O", "O", "O", "O", "O", "O", "O", "N", "N", "N", "N", "N", "N", "C", "C", "C", "C", "C", "C", "C", "C", "C", "C", "C", "C", "C", "C", "C", "C", "C", "C", "C", "C", "C", "C", "H", "H", "H", "H", "H", "H", "H", "H", "H", "H", "H"],
  "positions_angstrom": [[0.2803, -0.1174, 0.1772], [2.0235, -0.6700, 2.0426], [2.2587, -0.8374, -1.4257], [-4.4068, -4.2768, 1.5131], [-4.6833, -3.8571, 6.2169], [-3.0983, -1.7312, 6.1159], [-2.8335, -2.1488, 1.4229], [0.6214, 2.8300, 0.5542], [1.7405, 0.5369, -1.1341], [1.0344, -1.6001, -0.9097], [2.6506, -1.1149, -2.7485], [2.2784, -0.6505, 3.4274], [1.5698, 0.6470, 1.4398], [0.8628, -1.4932, 1.5393], [-1.5841, -0.9436, -1.6731], [-6.5112, -6.2532, 6.0597], [-1.1432, 0.5886, 5.7150], [-1.1996, 0.2911, 1.5573], [0.0418, 1.9933, -0.0634], [-0.9974, 0.1304, -1.1824], [-6.2492, -6.6055, 1.8723], [-3.3007, -2.5801, 2.5939], [-1.5981, -0.1998, 2.5258], [-4.6408, -4.1789, 3.8750], [-2.0869, -0.7393, 3.7224], [3.4631, -1.1566, 1.1249], [5.7773, -1.8486, 1.2921], [-5.8845, -5.9957, 2.7736], [-5.4757, -5.2705, 3.9258], [4.5678, -1.4762, 1.8908], [-4.2359, -3.4482, 5.0586], [-1.6083, -0.0080, 4.8544], [-1.0643, 3.8499, -1.3118], [5.8702, -1.8958, -0.0789], [4.7552, -1.5759, -0.8614], [-0.8749, 2.4150, -1.0761], [-4.1034, -3.6661, 2.6312], [-2.9086, -1.8527, 3.7726], [-1.4593, 1.3036, -1.6857], [-2.4628, 1.2819, -2.7789], [3.5598, -1.2092, -0.2806], [-3.4244, -2.3614, 5.0098], [-6.0234, -5.7941, 5.1277], [6.7940, -2.1783, -0.5620], [-2.6674, 2.2910, -3.1281], [-0.8757, -1.6162, -1.7820], [-3.3926, 0.8331, -2.4270], [4.8335, -1.6213, -1.9383], [4.4968, -1.4294, 2.9675], [-1.3721, 4.0336, -2.3390], [6.6268, -2.0902, 1.9145], [-2.0984, 0.6755, -3.6092], [-0.1423, 4.3922, -1.1085], [-1.8346, 4.2421, -0.6402]],
  "forces_ev_per_angstrom": [[-0.1, 0.2, -0.4], [0.2, 0.2, -0.3], [0.0, -0.3, 0.3], [0.0, 0.0, -0.2], [0.0, 0.0, 0.1], [0.0, 0.0, 0.3], [0.0, 0.0, -0.2], [-0.2, -0.7, -0.2], [0.0, 0.4, 0.2], [-0.2, -0.1, -0.1], [0.0, 0.0, 0.0], [-0.1, -0.2, -0.1], [0.1, 0.3, 0.0], [-0.1, -0.1, 0.0], [-0.3, -1.2, -0.5], [-0.1, -0.1, 0.1], [0.1, 0.3, 0.2], [0.5, -0.2, -0.3], [-0.2, 1.1, -0.1], [1.1, 0.5, 1.0], [0.0, -0.1, -0.1], [-0.2, -0.1, 0.4], [-0.4, -0.2, 0.0], [-0.2, -0.3, 0.0], [0.1, 0.3, 0.0], [0.0, 0.0, 0.4], [-0.2, 0.1, 0.0], [0.0, -0.1, -0.3], [0.5, 0.6, 0.0], [0.1, 0.0, 0.0], [0.2, 0.2, 0.0], [0.0, -0.3, 0.0], [-0.1, 0.2, -0.2], [-0.2, 0.1, 0.0], [0.2, -0.1, -0.1], [-0.1, -1.5, -0.1], [0.2, 0.2, 0.1], [-0.2, -0.3, -0.2], [0.3, 1.3, 0.5], [0.0, 0.3, 0.0], [-0.1, 0.0, -0.3], [-0.2, -0.3, -0.2], [-0.1, 0.0, 0.2], [0.0, 0.0, 0.0], [0.0, -0.1, 0.0], [-0.2, -0.1, 0.0], [0.0, 0.0, 0.0], [0.0, 0.0, 0.0], [0.0, 0.0, 0.1], [0.0, 0.0, 0.0], [0.0, 0.0, 0.0], [0.0, 0.0, 0.0], [0.0, 0.0, 0.0], [0.0, 0.0, 0.0]],
  "mol_weight_da": 678.43,
  "homo_energy_ev": [-14.57, -14.56],
  "homo_lumo_gap_ev": [4.88, 4.88],
  "fmax_ev_per_a": 1.52,
  "total_charge": 2
}

{
  "formula": "C22H11N5O4S7SeV",
  "method": "wB97M-V/def2-TZVPD",
  "symbols": ["Se", "V", "S", "S", "S", "S", "S", "S", "S", "O", "O", "O", "O", "N", "N", "N", "N", "N", "C", "C", "C", "C", "C", "C", "C", "C", "C", "C", "C", "C", "C", "C", "C", "C", "C", "C", "C", "C", "C", "C", "H", "H", "H", "H", "H", "H", "H", "H", "H", "H", "H"],
  "positions_angstrom": [[-3.4757, 6.5945, -0.5927], [0.7313, 0.1272, 0.1665], [4.7756, -0.2841, -2.6833], [2.7455, 1.0196, -0.8731], [-4.3743, -2.0110, -2.8323], [0.3579, -1.0856, 2.5004], [1.0048, -1.8310, -1.2534], [3.2929, -2.6791, -3.0222], [5.9199, -2.4279, -4.4267], [0.5682, -2.4924, 2.7303], [0.0029, -0.3221, 3.6824], [1.5972, -0.4363, 1.8415], [-0.6429, -0.8311, 1.3751], [0.3767, 1.9781, 1.0407], [-2.5208, -1.6860, -1.0593], [-2.3124, 6.0137, 0.6453], [-3.2582, 5.1446, -1.6284], [-0.6154, 1.0904, -1.1570], [-2.3969, 4.3697, -1.0339], [-5.5812, 0.2337, -1.5797], [-5.4703, 1.1785, -0.5782], [-1.9036, 1.3192, -3.1714], [-4.5701, -0.7192, -1.6912], [-3.4783, -0.7150, -0.8140], [4.7191, -1.8241, -3.4298], [-2.4048, 2.5659, -2.7568], [-4.3870, 1.1739, 0.3118], [-0.8928, 4.0601, 0.9863], [-1.8647, 4.8581, 0.2447], [-0.3351, 4.4516, 2.1769], [-3.3857, 0.2310, 0.2093], [-2.8564, -2.4197, -2.0465], [3.2616, -0.3484, -1.8121], [0.9021, 2.3904, 2.2127], [2.5555, -1.4917, -1.9746], [-0.5196, 2.8104, 0.4250], [-1.0471, 2.3326, -0.7808], [0.5864, 3.5926, 2.8004], [-1.9610, 3.0823, -1.5673], [-1.0269, 0.6397, -2.3601], [-6.2337, 1.9413, -0.4827], [-3.1153, 3.1229, -3.3536], [-4.3312, 1.9305, 1.0850], [1.5812, 1.6887, 2.6761], [-6.4204, 0.2449, -2.2637], [-2.5323, 0.1850, 0.8778], [1.0368, 3.8490, 3.7488], [-2.2011, 0.8795, -4.1135], [-0.6228, -0.3232, -2.6431], [-0.6147, 5.4015, 2.6139], [-2.2395, -3.2194, -2.4346]],
  "forces_ev_per_angstrom": [[0.0, 0.0, 0.0], [-0.2, 0.8, -0.2], [0.0, 0.0, 0.0], [0.0, -0.1, 0.0], [0.0, 0.0, 0.0], [-0.2, 0.1, 0.1], [0.0, 0.1, 0.0], [0.0, 0.0, 0.0], [0.0, 0.0, 0.0], [0.0, 0.0, 0.0], [0.0, 0.0, 0.0], [-0.1, 0.0, -0.1], [0.1, -0.2, 0.1], [-0.1, -0.5, -0.6], [0.0, -0.2, 0.1], [0.0, 0.0, 0.0], [0.0, 0.0, 0.0], [0.5, -0.1, 0.7], [0.0, 0.0, 0.1], [0.0, 0.0, 0.0], [0.0, 0.0, 0.0], [0.1, 0.0, 0.1], [0.0, 0.0, 0.0], [0.0, 0.0, 0.1], [0.0, 0.0, 0.0], [0.0, 0.0, 0.0], [0.0, 0.0, 0.0], [0.1, 0.0, 0.0], [0.0, 0.0, -0.1], [0.0, 0.0, 0.0], [0.0, 0.0, 0.0], [0.0, 0.2, -0.1], [0.0, 0.0, 0.0], [0.1, 0.2, 0.3], [0.0, 0.0, 0.0], [0.0, 0.1, 0.2], [-0.1, 0.1, -0.2], [0.0, -0.2, -0.1], [0.0, -0.1, 0.0], [-0.1, -0.1, -0.3], [0.0, 0.0, 0.0], [0.0, 0.0, 0.0], [0.0, 0.0, 0.0], [0.0, 0.0, 0.0], [0.0, 0.0, 0.0], [0.0, 0.0, 0.0], [0.0, 0.0, 0.0], [0.0, 0.0, 0.0], [0.0, 0.0, 0.0], [0.0, 0.0, 0.0], [0.0, 0.0, 0.0]],
  "s_squared": 0.78,
  "mol_weight_da": 763.73,
  "homo_energy_ev": [-0.71, -0.74],
  "homo_lumo_gap_ev": [4.16, 4.18],
  "fmax_ev_per_a": 0.84,
  "multiplicity": 2,
  "total_charge": -2
}

{
  "formula": "C22H12IN4SZr",
  "method": "wB97M-V/def2-TZVPD",
  "symbols": ["I", "Zr", "S", "N", "N", "N", "N", "C", "C", "C", "C", "C", "C", "C", "C", "C", "C", "C", "C", "C", "C", "C", "C", "C", "C", "C", "C", "C", "C", "H", "H", "H", "H", "H", "H", "H", "H", "H", "H", "H", "H"],
  "positions_angstrom": [[3.6257, -1.7477, -1.3112], [0.7631, -1.3383, -1.3157], [-4.6460, 3.9317, -1.6871], [-3.0465, 4.0977, -1.6421], [-1.3807, -1.1600, -1.6062], [-4.7734, 2.3284, -1.6592], [0.5312, 0.7969, -1.5118], [1.0991, -1.3582, 3.5472], [1.4946, 1.7383, -1.4875], [2.2567, -1.4638, 1.4015], [-2.5517, 2.8626, -1.6208], [4.7156, -1.6021, 1.4070], [-0.1981, -1.3661, 1.5402], [-3.1553, 0.4585, -1.6152], [-3.6554, -1.8995, -1.6636], [3.5057, -1.5709, 0.7641], [-0.1165, 3.4952, -1.5717], [0.9649, -1.4202, 0.7461], [-0.7841, 1.1918, -1.5610], [-0.1311, -1.3500, 2.9298], [-1.8057, 0.1475, -1.5889], [2.3100, -1.4109, 2.8154], [3.5508, -1.4382, 3.5000], [-3.5264, 1.8644, -1.6282], [-4.0883, -0.5876, -1.6527], [-2.2943, -2.1518, -1.6435], [4.7286, -1.5276, 2.8158], [1.2011, 3.0928, -1.5263], [-1.1354, 2.5300, -1.5847], [1.1546, -1.3342, 4.6295], [-4.3514, -2.7258, -1.7012], [-1.9257, -3.1724, -1.6714], [5.6761, -1.5543, 3.3362], [-1.1807, -1.3400, 1.0810], [5.6502, -1.6962, 0.8700], [-5.1454, -0.3476, -1.6805], [3.5533, -1.3929, 4.5817], [2.0118, 3.8080, -1.5152], [-1.0372, -1.3247, 3.5189], [2.5193, 1.3918, -1.4411], [-0.3831, 4.5456, -1.5975]],
  "forces_ev_per_angstrom": [[0.0, -0.2, -0.7], [0.1, 0.0, 0.8], [0.0, 0.0, 0.1], [-0.2, -0.3, -0.1], [-0.4, 0.1, -0.1], [0.3, 0.2, -0.1], [-0.1, 0.3, -0.1], [0.0, 0.0, 0.0], [-0.1, -0.1, 0.0], [-0.1, 0.0, 0.1], [0.7, 0.5, 0.1], [-0.2, 0.0, 0.4], [0.1, 0.0, -0.1], [-0.3, 0.4, 0.0], [0.0, 0.0, 0.0], [0.2, 0.0, 0.3], [0.0, 0.1, 0.0], [0.4, -0.2, -0.3], [0.0, -0.4, 0.0], [0.0, 0.0, 0.0], [0.3, -0.1, -0.1], [0.0, 0.0, 0.2], [0.0, 0.0, 0.0], [-0.5, -0.7, 0.0], [-0.1, -0.1, 0.0], [0.0, 0.1, -0.1], [0.1, 0.0, -0.2], [0.1, -0.1, 0.0], [-0.3, 0.3, 0.0], [0.0, 0.0, 0.0], [0.0, 0.0, 0.0], [0.0, 0.0, 0.0], [0.0, 0.0, 0.0], [0.0, 0.0, 0.0], [0.0, 0.0, 0.0], [0.0, 0.0, 0.0], [0.0, 0.0, 0.0], [0.0, 0.0, 0.0], [0.0, 0.0, 0.0], [0.0, 0.0, 0.0], [0.0, 0.0, 0.0]],
  "mol_weight_da": 582.56,
  "homo_energy_ev": -17.66,
  "homo_lumo_gap_ev": 6.21,
  "fmax_ev_per_a": 0.82,
  "total_charge": 3
}

{
  "formula": "C22H14Cl4N12OSV",
  "method": "wB97M-V/def2-TZVPD",
  "symbols": ["V", "Cl", "Cl", "Cl", "Cl", "S", "O", "N", "N", "N", "N", "N", "N", "N", "N", "N", "N", "N", "N", "C", "C", "C", "C", "C", "C", "C", "C", "C", "C", "C", "C", "C", "C", "C", "C", "C", "C", "C", "C", "C", "C", "H", "H", "H", "H", "H", "H", "H", "H", "H", "H", "H", "H", "H", "H"],
  "positions_angstrom": [[-0.3333, 0.0933, 0.2771], [1.7990, -4.1263, 5.2000], [-1.4182, 1.2752, 2.2647], [-0.9407, 5.6402, -0.8535], [4.0466, 0.1256, 2.7949], [-0.2634, 2.5751, -0.3540], [1.4179, 0.2232, 1.2892], [0.4854, -2.5964, -2.7427], [1.4520, -1.9116, -0.9298], [-2.0548, -0.0078, -0.6647], [-3.2293, 0.4873, -0.2114], [1.5492, -2.7223, -1.9255], [1.3322, 1.3108, -2.2147], [0.3144, -1.1964, -1.0490], [-4.1534, 0.2254, -1.0671], [-1.4534, -1.1976, -2.6715], [-0.5737, -1.4229, 1.4766], [3.5235, -1.0097, -4.9040], [-3.6499, -0.4497, -2.1164], [2.6887, -0.9515, 2.9429], [-1.6756, 4.7915, 0.4691], [-0.6120, -3.5802, 3.2810], [-3.1548, 4.8584, 2.3529], [-1.9036, 2.8791, 1.8462], [-1.6942, -3.2882, 2.4766], [-2.7956, 3.5531, 2.6535], [-0.2531, -1.6566, -2.1728], [-1.3229, 3.4394, 0.6883], [1.5655, -0.7314, 2.1198], [0.4967, -1.6758, 2.2816], [0.5251, -2.7393, 3.2152], [3.3425, 0.1661, -2.7888], [-2.3611, -0.5740, -1.8404], [-2.5717, 5.4837, 1.2599], [1.6866, -2.8570, 3.9996], [1.4989, 0.1842, -4.3085], [2.7862, -0.2463, -3.9965], [2.5704, 0.9263, -1.9301], [2.7483, -1.9869, 3.8610], [-1.6533, -2.2121, 1.5979], [0.8197, 0.9549, -3.3833], [-2.5887, -3.8961, 2.5170], [-0.6299, -4.4146, 3.9673], [-2.8099, 6.5116, 1.0198], [4.2228, -1.5832, -4.4574], [-2.5068, -1.9646, 0.9804], [-3.8777, 5.3848, 2.9622], [2.9400, -1.5617, -5.5144], [1.0183, -0.1383, -5.2245], [-3.2052, 3.0567, 3.5238], [4.3437, -0.1424, -2.5138], [3.6294, -2.1035, 4.4762], [-0.1967, 1.2869, -3.5707], [2.9365, 1.2190, -0.9512], [-1.8566, -1.7074, -3.4379]],
  "forces_ev_per_angstrom": [[0.2, 2.1, 1.6], [0.0, -0.1, 0.1], [-0.2, -0.1, 0.3], [0.0, 0.2, -0.2], [0.1, 0.1, 0.0], [0.4, 0.4, -0.3], [0.2, -0.1, -0.3], [-0.3, 0.0, -0.1], [0.2, -0.3, 0.1], [-1.4, -0.5, -1.1], [-0.4, 0.0, 0.1], [0.1, 0.2, 0.0], [0.2, 0.2, -0.1], [0.2, -1.0, -1.7], [0.1, 0.1, 0.2], [-0.1, 0.2, 0.2], [0.0, -0.6, 0.6], [0.1, -0.1, -0.1], [0.2, -0.2, -0.3], [-0.1, 0.2, -0.2], [0.0, -0.3, 0.2], [-0.3, 0.0, -0.1], [0.0, 0.0, 0.0], [0.0, 0.5, -0.3], [0.4, -0.1, 0.2], [-0.1, -0.1, 0.2], [0.5, -0.2, 0.2], [-0.2, -0.1, 0.3], [0.2, -0.4, 0.5], [0.3, 0.0, 0.4], [0.0, 0.1, -0.1], [0.0, 0.0, -0.1], [-0.3, 0.3, 0.2], [0.0, 0.0, 0.1], [0.2, 0.1, 0.0], [0.0, -0.1, 0.1], [0.0, 0.3, 0.0], [0.0, 0.0, -0.1], [-0.3, -0.1, 0.0], [-0.2, 0.0, -0.2], [0.1, 0.1, -0.1], [0.0, 0.0, 0.0], [0.0, 0.0, 0.0], [0.0, 0.0, 0.0], [-0.1, -0.1, 0.0], [0.1, 0.0, 0.0], [0.0, 0.0, 0.0], [0.0, -0.1, 0.1], [0.0, 0.0, 0.0], [0.0, 0.0, 0.0], [0.0, 0.0, 0.1], [0.0, 0.0, 0.0], [0.0, 0.0, 0.0], [0.0, 0.0, 0.0], [0.1, -0.1, 0.0]],
  "s_squared": 0.78,
  "mol_weight_da": 687.26,
  "homo_energy_ev": [-0.28, -0.38],
  "homo_lumo_gap_ev": [4.57, 4.67],
  "fmax_ev_per_a": 2.62,
  "multiplicity": 2,
  "total_charge": -2
}

The energy above the lowest of the compared OMol25 structures with the same formula, charge and spin results, record by record, are as follows: 1.454; 0.000; 0.283; 0.613 eV.